Entry 1:
# C21H57O22P5

7 unconnected molecules or ions with the total composition C21H57O22P5 in a non-equilibrium geometry (wB97M-V/def2-TZVPD, OMol25).

Properties
gap between HOMO and LUMO	9.26	eV
ΔE to the lowest compared entry with this formula, charge and spin	63.8	kcal/mol
calculated total energy	-4196.2887	hartree
lowest unoccupied orbital energy	0.0073	hartree

Geometry as ORCA input:
```
! RIJCOSX wB97M-V def2-TZVPD def2/J DEFGRID3
* xyz 0 1
H -1.59 5.52 3.61
H 0.87 0.80 3.82
C -3.73 -2.95 -0.11
H -0.23 -1.35 1.48
C 1.58 1.59 3.34
O -0.86 -5.48 0.13
H 2.05 -0.84 -4.45
C -0.94 3.52 0.54
P -0.30 -4.92 -1.24
P 0.54 5.40 1.64
H 3.13 6.97 -0.05
H -5.81 -5.05 -0.17
C 4.31 1.07 1.15
H 4.14 -2.91 -0.14
H 1.59 1.30 2.37
O -0.29 -3.47 -1.11
O 1.71 -1.79 -2.64
C 1.62 -1.74 -4.09
H 2.96 -5.09 -2.62
H -3.09 -2.22 -0.74
H -4.07 1.84 0.57
O -1.08 -5.29 -2.52
O 4.69 -3.90 2.61
H 3.28 -1.67 2.54
H -0.71 4.72 4.75
C 2.89 -2.55 2.34
H -0.95 3.63 -3.31
H 2.75 -3.97 -0.14
H 3.86 1.65 0.32
C 1.98 -5.38 -2.60
C 3.92 -3.83 0.33
C -5.02 -3.12 -0.99
H -2.34 0.29 -3.96
H -2.27 4.41 -2.67
C -0.34 -0.59 0.68
C -0.61 5.33 3.92
C 3.93 -3.48 1.79
C -1.96 3.63 -3.22
O 2.02 6.03 1.39
C -0.33 -5.20 1.37
H 2.85 5.13 -0.54
H 2.24 2.23 -1.70
H 1.70 -4.59 -3.17
O -0.41 6.58 1.49
H 0.64 1.93 -2.21
H -3.16 -5.31 -1.82
H -3.68 0.33 1.21
H 5.05 0.56 0.53
H 2.20 -2.92 3.14
C -2.45 -4.80 -2.64
H 0.57 -1.50 -4.44
H 2.51 4.72 4.91
H 1.29 1.80 -0.48
O 4.52 3.79 4.20
O 2.78 1.87 3.87
O -4.41 2.84 -1.85
O 1.89 0.44 -1.88
H 3.99 4.76 5.86
O -3.36 0.75 -0.78
O 0.32 4.83 3.12
P 3.79 2.79 3.07
C -4.23 0.86 0.34
H -2.39 3.45 -4.22
H 3.46 0.32 1.48
O -5.16 -2.58 -2.07
O 2.98 3.54 2.12
C 3.71 4.85 4.78
H -6.43 -3.71 0.41
H -2.00 3.83 0.66
H -0.05 0.54 0.89
H -3.87 -0.48 -4.75
H -2.92 -3.72 0.20
H 1.71 6.43 -0.59
H 3.74 5.67 4.11
H -1.05 2.87 -0.25
O 1.24 -5.40 -1.34
H -0.15 6.21 4.54
H 0.82 -4.82 1.35
H -0.48 -6.24 1.91
O 0.86 -0.87 -0.09
H 4.48 -4.57 0.02
H 2.18 -2.43 -4.50
H -2.41 -3.75 -2.46
H 2.09 -2.32 1.52
O -0.37 -0.20 -2.24
H -3.25 -1.09 -3.33
O 4.78 1.99 2.17
O -4.11 0.74 -3.29
P 0.82 -0.76 -1.67
H -6.85 -4.34 -1.12
H -5.35 0.60 0.15
H 1.83 -6.29 -3.15
H -1.26 -0.70 0.13
H -0.94 2.89 1.55
O -2.00 2.31 -2.51
O 0.11 4.47 0.47
P -3.45 1.68 -2.06
H 0.88 2.26 3.74
H -2.82 -5.09 -3.74
H -0.84 -4.37 2.03
H -4.16 -2.54 0.85
C -6.04 -4.05 -0.47
C -3.23 -0.16 -3.81
C 2.42 6.15 -0.02
C 1.52 1.72 -1.53
*
```

Entry 2:
# C19H29NO

C19H29NO in the gas phase in a non-equilibrium geometry (wB97M-V/def2-TZVPD, OMol25).

Properties
gap between HOMO and LUMO	8.91	eV
ΔE to the lowest compared entry with this formula, charge and spin	119.2	kcal/mol
calculated total energy	-871.1952	hartree
lowest unoccupied orbital energy	0.0310	hartree

Geometry as ORCA input:
```
! RIJCOSX wB97M-V def2-TZVPD def2/J DEFGRID3
* xyz 0 1
H -0.45 -4.07 2.57
C -1.04 -3.33 1.92
H 1.69 -1.20 -2.05
H -2.11 1.36 2.47
N -0.22 -1.52 0.64
H 0.23 -3.36 -2.18
H -1.16 -2.32 -1.86
H -0.83 5.09 -3.71
C -0.82 4.28 -2.98
C 0.48 -0.28 0.39
H 3.69 1.24 0.61
H -2.19 -0.53 2.09
H 0.42 -0.97 -3.05
H -0.95 0.10 4.63
H 1.11 -3.03 0.17
H -2.07 -3.32 2.01
C 2.59 1.12 0.44
C 0.23 2.62 -1.28
H 1.98 -0.47 1.80
C -1.54 -1.00 2.81
C 0.26 3.57 -2.48
C -0.83 -3.75 0.55
C 2.04 -0.30 0.77
H -4.16 3.24 -2.10
H -0.41 -4.76 0.54
C -0.08 -2.46 -1.61
H 0.96 1.19 -2.69
C 0.10 -2.76 -0.10
C -0.91 0.19 3.58
H 2.92 0.56 -1.70
C 0.62 -1.21 -2.12
O -1.67 1.38 3.35
H 1.18 4.03 -2.82
H -0.90 0.17 -1.33
H 0.02 0.44 1.03
H 2.85 2.25 -1.43
C 2.40 1.37 -1.07
C -2.17 3.98 -2.51
H 0.76 3.06 -0.43
C 0.21 0.06 -1.17
H -1.82 -3.54 0.05
C -3.21 3.64 -2.18
H 0.45 -2.00 2.66
H 2.67 -1.14 0.32
C 0.91 1.30 -1.57
H -0.78 2.41 -0.95
H 0.11 0.29 3.29
C -0.49 -1.95 2.10
H -2.16 -1.53 3.48
H 2.08 1.83 1.06
*
```

Entry 3:
# C12H36BF4O16S3

9 unconnected molecules or ions with the total composition C12H36BF4O16S3 in a non-equilibrium geometry (wB97M-V/def2-TZVPD, OMol25).

Properties
gap between HOMO and LUMO	10.57	eV
ΔE to the lowest compared entry with this formula, charge and spin	0.0	kcal/mol
calculated total energy	-3301.8841	hartree
lowest unoccupied orbital energy	0.0710	hartree

Geometry as ORCA input:
```
! RIJCOSX wB97M-V def2-TZVPD def2/J DEFGRID3
* xyz -1 1
O -30.39 -20.80 20.05
S -33.18 -21.48 22.74
H -30.50 -17.91 20.88
O -25.63 -18.46 17.17
H -34.14 -19.22 16.68
H -35.51 -18.48 15.94
B -32.65 -18.02 18.72
H -32.40 -14.82 19.46
S -30.85 -14.04 21.00
H -33.32 -17.16 23.73
H -29.03 -12.29 20.44
O -26.81 -16.40 17.69
O -29.50 -14.51 20.82
S -26.88 -17.81 16.97
H -35.49 -20.02 18.39
H -28.18 -13.38 17.77
H -31.71 -18.89 23.34
H -34.64 -20.66 21.15
H -35.37 -15.39 17.29
H -29.01 -18.06 18.07
F -33.64 -18.76 19.38
O -31.78 -21.69 22.74
H -30.88 -20.24 19.44
H -33.01 -20.94 20.45
O -35.17 -20.44 15.30
H -37.00 -19.59 17.49
H -30.80 -18.38 16.54
O -27.34 -17.62 15.63
C -29.83 -11.64 20.78
O -30.86 -12.49 21.34
H -31.35 -10.30 19.98
C -32.60 -18.98 22.72
H -32.31 -13.20 19.28
H -29.74 -9.99 19.34
O -34.06 -22.31 23.49
H -32.28 -19.16 21.69
O -29.63 -17.57 21.12
H -30.90 -21.61 20.11
H -30.97 -14.28 18.59
O -36.23 -21.38 17.00
H -28.31 -19.62 17.53
H -29.49 -10.97 21.57
H -27.29 -14.18 18.96
C -27.74 -15.39 17.25
C -30.41 -10.77 19.69
H -29.71 -16.62 20.98
C -33.80 -21.34 21.07
C -31.63 -14.04 19.42
H -27.75 -15.31 16.16
C -36.00 -20.03 17.43
H -34.72 -16.64 17.88
O -31.65 -14.67 21.98
O -33.44 -20.00 23.29
H -28.74 -15.68 17.57
C -28.09 -18.63 17.94
C -35.14 -19.44 16.31
C -35.91 -21.49 15.69
H -34.36 -17.81 22.39
F -32.20 -17.01 19.56
C -27.34 -14.08 17.88
H -32.12 -17.79 16.12
O -31.26 -18.04 15.77
F -33.24 -17.41 17.56
H -30.72 -11.38 18.84
O -36.20 -22.42 15.01
C -33.34 -17.65 22.76
F -31.60 -18.92 18.42
H -33.05 -16.90 22.03
H -34.12 -22.35 20.80
O -35.53 -16.11 17.91
H -26.48 -13.62 17.41
H -27.65 -18.85 18.91
*
```